ORCA calculation (the ωB97M-V functional and the def2-TZVPD basis) on a structure of composition C4H2FLiO4Sn at a distorted geometry.

Calculated values
HOMO = -0.6222 hartree
ΔE to the lowest compared entry with this formula, charge and spin = 508.09 kJ/mol
strongest force on any atom = 0.1814 Eh/bohr
total charge = +2
energy = -21098.8346 eV

Element x y z (Å)
O (-0.325, -0.754, 0.688)
C (0.184, 0.270, 2.130)
O (1.271, -0.011, 2.524)
O (-0.246, -0.827, -1.488)
C (-0.889, -1.111, -0.429)
C (0.919, 0.102, -1.327)
O (-0.039, 1.371, 1.566)
C (0.634, 1.091, -0.241)
Sn (-2.261, -2.583, -0.481)
H (0.994, 0.556, -2.318)
H (1.778, -0.563, -1.187)
F (-0.427, 1.865, -0.759)
Li (2.410, 2.250, 0.114)

Forces on atoms 1 to 3 (eV/Å):
O -2.7 -2.8 -3.2
C 7.0 6.2 -0.5
O -2.7 -3.5 1.2

Partial charges, Löwdin, in e: number 1, O, carries -0.0645; number 2, C, carries -0.3261; number 3, O, carries 0.2267; number 4, O, carries -0.0212; number 5, C, carries -0.6599; number 6, C, carries -0.0491; number 7, O, carries 0.0459; number 8, C, carries -0.0623; number 9, Sn, carries 1.7364; number 10, H, carries 0.1626; number 11, H, carries 0.1511; number 12, F, carries 0.0115; number 13, Li, carries 0.8490